--- one ---
{"formula": "C5H12N2S", "method": "ωB97M-V/def2-TZVPD", "elements": ["S", "N", "N", "C", "C", "C", "C", "C", "H", "H", "H", "H", "H", "H", "H", "H", "H", "H", "H", "H"], "positions_angstrom": [[-0.440, 1.742, -1.811], [-0.813, -1.346, 0.635], [-0.250, -0.210, 0.039], [1.448, 0.021, 1.811], [1.185, 0.002, 0.313], [-1.817, -1.017, 1.642], [-0.943, 0.487, -0.870], [2.011, -1.058, -0.422], [-1.197, -1.948, -0.083], [1.754, -2.065, -0.053], [1.800, -0.992, -1.468], [3.066, -0.902, -0.231], [1.399, 0.993, -0.089], [-2.279, -1.966, 1.979], [-1.355, -0.484, 2.458], [2.512, 0.215, 2.035], [-1.960, 0.089, -0.962], [-2.622, -0.408, 1.253], [0.871, 0.799, 2.324], [1.181, -0.917, 2.262]], "smiles": "CNN(C=S)C(C)C", "charge": 0, "gap_ev": 9.0, "lumo_ev": 0.737}


--- two ---
{"formula": "C5H12N2S", "method": "ωB97M-V/def2-TZVPD", "elements": ["S", "N", "N", "C", "C", "C", "C", "C", "H", "H", "H", "H", "H", "H", "H", "H", "H", "H", "H", "H"], "positions_angstrom": [[-2.063, 2.527, 0.224], [-0.283, 0.001, 2.870], [1.651, -2.281, -2.181], [0.837, -0.084, -2.828], [1.830, -0.955, -2.610], [-0.698, 1.256, 2.232], [1.229, -2.456, -1.002], [-1.496, 0.959, 0.969], [1.054, 0.808, -3.400], [-2.715, 1.982, -0.814], [0.157, 1.884, 1.962], [-1.312, 1.848, 2.916], [1.091, -3.482, -0.674], [2.863, -0.633, -2.680], [-2.333, 0.305, 1.199], [0.714, -0.129, 2.759], [-0.836, 0.463, 0.255], [0.980, -1.639, -0.324], [-0.477, 0.033, 3.861], [-0.193, -0.405, -2.735]], "smiles": "C=CN=C.NCCS", "charge": 0, "gap_ev": 9.8, "lumo_ev": 0.804}


The most stable of them is one.


--- one ---
{"formula": "C3H6N", "method": "ωB97M-V/def2-TZVPD", "elements": ["N", "C", "C", "C", "H", "H", "H", "H", "H", "H"], "positions_angstrom": [[1.159, 0.095, 0.078], [0.344, -0.976, -0.035], [-0.084, 0.949, -0.002], [-1.080, -0.283, 0.037], [0.592, -2.080, -0.034], [-0.036, 1.681, 0.856], [-1.493, -0.622, 0.901], [0.015, 1.547, -0.921], [-1.612, -0.629, -0.814], [2.196, 0.318, -0.066]], "charge": 1, "gap_ev": 11.9, "lumo_ev": -5.457}


--- two ---
{"formula": "C3H6N", "method": "ωB97M-V/def2-TZVPD", "elements": ["N", "C", "C", "C", "H", "H", "H", "H", "H", "H"], "positions_angstrom": [[0.316, -0.014, 0.049], [-0.855, -0.736, -0.039], [1.582, -0.009, -0.019], [-0.871, 0.782, -0.027], [-1.231, 1.218, -0.990], [-1.220, -1.559, -0.807], [2.210, 0.902, 0.233], [-1.252, 1.428, 0.931], [-1.005, -1.160, 1.000], [2.325, -0.852, -0.331]], "smiles": "C=[N+]1CC1", "charge": 1, "gap_ev": 12.0, "lumo_ev": -5.557}


The most stable of them is one.


--- one ---
{"formula": "C2H7Br2N2", "method": "ωB97M-V/def2-TZVPD", "elements": ["Br", "Br", "N", "N", "C", "C", "H", "H", "H", "H", "H", "H", "H"], "positions_angstrom": [[-1.079, 1.084, -0.081], [0.441, -1.696, -1.475], [1.370, 0.692, -2.541], [-1.164, -0.784, 2.004], [-0.332, 0.294, 1.451], [0.846, 0.143, -1.439], [-0.141, 1.182, 2.139], [-2.008, -0.886, 1.433], [1.263, 0.114, -3.383], [-1.648, -0.696, 2.947], [1.706, 1.634, -2.606], [1.230, 0.535, -0.574], [-0.483, -1.617, 2.126]], "charge": 1, "gap_ev": [7.0, 7.0], "lumo_ev": [-4.348, -4.349]}


--- two ---
{"formula": "C2H7Br2N2", "method": "ωB97M-V/def2-TZVPD", "elements": ["Br", "Br", "N", "N", "C", "C", "H", "H", "H", "H", "H", "H", "H"], "positions_angstrom": [[-1.920, 2.088, 0.010], [-2.209, -1.759, -0.071], [0.604, -1.264, 0.270], [0.998, 1.063, -0.266], [-0.536, 0.712, -0.344], [-0.681, -0.636, 0.482], [0.531, -1.801, -0.596], [0.730, -1.934, 1.027], [1.342, 1.390, -1.176], [1.194, 0.049, 0.200], [1.354, 1.759, 0.365], [-0.693, 0.495, -1.389], [-0.713, -0.163, 1.487]], "smiles": "N[C@H](Br)[C@H]([NH3+])Br", "charge": 1, "gap_ev": 11.1, "lumo_ev": -3.550}


The most stable of them is two.


--- one ---
{"formula": "C3H9ClOSi", "method": "ωB97M-V/def2-TZVPD", "elements": ["Cl", "Si", "O", "C", "C", "C", "H", "H", "H", "H", "H", "H", "H", "H", "H"], "positions_angstrom": [[-3.529, -0.237, 0.140], [0.360, -0.662, -0.594], [1.520, 0.195, 0.139], [-2.244, 0.907, -0.109], [0.186, -2.231, 0.426], [1.773, 1.568, 0.096], [-0.366, -2.983, -0.125], [0.447, -0.646, -2.044], [-0.359, -2.028, 1.344], [1.927, 1.909, -0.930], [2.672, 1.762, 0.683], [-2.398, 1.468, -1.021], [0.931, 2.115, 0.526], [-2.076, 1.505, 0.773], [1.156, -2.642, 0.698]], "charge": 0, "gap_ev": [7.6, 7.6], "lumo_ev": [0.204, 0.204]}


--- two ---
{"formula": "C3H9ClOSi", "method": "ωB97M-V/def2-TZVPD", "elements": ["Cl", "Si", "O", "C", "C", "C", "H", "H", "H", "H", "H", "H", "H", "H", "H"], "positions_angstrom": [[0.347, 3.040, -0.284], [0.595, 1.079, 0.155], [2.104, 0.648, -0.269], [-0.891, -0.181, -1.364], [0.180, 0.678, 1.959], [-0.762, -1.653, -1.063], [0.133, 1.577, 2.570], [0.245, -2.003, -1.280], [-0.784, 0.187, 2.036], [-0.977, -1.859, -0.017], [-1.461, -2.233, -1.668], [0.919, 0.012, 2.401], [2.797, 0.418, 0.346], [-0.563, 0.083, -2.361], [-1.882, 0.207, -1.161]], "charge": 0, "gap_ev": 9.2, "lumo_ev": 0.541}


The most stable of them is two.